DFT (wB97M-V/def2-TZVPD) results for a gas-phase ion, C4H10N5 (charge +1) at a distorted geometry.

Geometry as ORCA input:
```
! wB97M-V def2-TZVPD RIJCOSX def2/J DEFGRID3
* xyz 1 1
C 2.299 -0.311 0.976
N 1.991 -0.199 -0.458
C 0.827 -0.863 -1.023
N 0.569 -2.043 -0.306
N -0.321 -2.245 0.427
N -1.451 -1.278 0.411
C -1.483 -0.208 -0.363
C -2.690 0.687 -0.031
N -0.417 0.070 -1.113
H 1.322 -0.358 1.568
H 2.854 -1.215 1.281
H 2.743 0.556 1.300
H 2.771 -0.471 -1.001
H 1.098 -1.103 -2.088
H -2.108 -1.457 1.194
H -2.672 0.861 1.019
H -3.697 0.301 -0.155
H -2.853 1.649 -0.525
H -0.521 0.972 -1.469
*
```

Computed properties:
SMILES string = CN[C@H]1N=NNC(C)=[NH+]1
HOMO-LUMO gap = 9.65 eV
LUMO = -4.24 eV
Calculated total energy = -431.85740 Ha